# 1
The following is a quantum chemistry calculation of one molecule with the formula C6H8O2 in a non-equilibrium geometry, from the Open Molecules 2025 dataset.

Geometry as XYZ:
```
16
Properties=species:S:1:pos:R:3:nbo_charge:R:1
C 0.604 -1.146 1.083 -0.12
C 0.290 1.879 0.084 -0.55
C 0.657 0.997 -0.953 -0.09
C -0.742 0.533 0.732 0.70
C -0.230 -0.827 -0.120 -0.16
C -0.857 -1.579 -1.020 -0.33
O 0.067 -0.019 1.813 -0.52
O -1.924 0.821 0.822 -0.64
H 0.382 -2.091 1.585 0.20
H 1.686 -1.053 0.949 0.17
H 1.038 2.129 0.826 0.24
H -0.415 2.668 -0.139 0.25
H 1.618 0.499 -0.978 0.22
H 0.087 0.972 -1.872 0.22
H -0.651 -2.637 -1.144 0.20
H -1.610 -1.145 -1.668 0.21
```

Output
* relative energy (zero: lowest compared OMol25 entry of this formula, charge and spin): 5.512 eV
* multiplicity: 1
* lowest unoccupied orbital energy (spin up / spin down): -0.96 / -0.96 eV

---

# 2
The following is a quantum chemistry calculation of C6H8O2 as an isolated structure in a non-equilibrium geometry, from the Open Molecules 2025 dataset.

Geometry as XYZ:
```
16
Properties=species:S:1:pos:R:3:nbo_charge:R:1
C -0.916 1.292 -0.280 0.36
C -0.574 0.262 0.487 -0.32
C -0.895 -0.959 -0.129 -0.42
C 0.527 -1.360 -0.751 -0.12
C 0.801 -0.200 0.836 0.17
C 0.341 0.724 1.938 -0.30
H -0.988 2.535 0.084 0.20
H -1.467 -0.638 -1.157 0.30
H -1.511 -2.075 0.219 0.24
H 0.296 -1.346 -1.774 0.21
H 0.760 -2.377 -0.648 0.18
H 0.461 -1.243 1.408 0.16
H 0.132 0.338 3.075 0.23
H 0.412 1.738 1.983 0.20
O -0.761 0.938 -1.694 -0.64
O 1.537 -0.373 -0.282 -0.46
```

Output
* relative energy (zero: lowest compared OMol25 entry of this formula, charge and spin): 10.614 eV
* multiplicity: 1
* lowest unoccupied orbital energy: -0.16 eV

---

# 3
The following is a quantum chemistry calculation of one molecule with the formula C6H8O2 in a non-equilibrium geometry, from the Open Molecules 2025 dataset.

Geometry as XYZ:
```
16
Properties=species:S:1:pos:R:3:nbo_charge:R:1
C 0.382 -0.756 -1.186 -0.45
C 1.021 2.047 -0.089 0.66
C -0.702 0.560 0.572 0.08
C -0.015 -0.515 1.448 -0.46
C -0.057 -1.382 0.116 -0.24
C -0.814 -0.356 -0.777 -0.24
H 0.378 -1.620 -2.053 0.20
H 1.289 -0.202 -1.321 0.29
H 1.159 3.050 -0.022 0.15
H -2.014 0.434 0.703 0.21
H -0.730 -0.842 2.385 0.25
H 1.080 -0.043 1.572 0.21
H -0.429 -2.378 -0.005 0.21
H -1.914 -1.066 -1.011 0.23
O -0.264 1.911 0.515 -0.50
O 1.628 1.156 -0.848 -0.60
```

Output
* relative energy (zero: lowest compared OMol25 entry of this formula, charge and spin): 8.058 eV
* multiplicity: 1
* SMILES: O=CO[C@@H]1C[C@@H]2C[C@@H]21
* lowest unoccupied orbital energy: 0.31 eV

---

# 4
The following is a quantum chemistry calculation of C6H8O2 as an isolated structure in a non-equilibrium geometry, from the Open Molecules 2025 dataset.

Geometry as XYZ:
```
16
Properties=species:S:1:pos:R:3:nbo_charge:R:1
C 3.103 -0.807 -0.160 -0.54
C 2.826 0.476 -0.041 0.09
C 0.580 -0.019 0.510 0.01
C -0.546 -0.265 -0.240 0.08
C -2.858 -0.383 -0.053 0.13
C -2.954 0.940 -0.090 -0.52
H 2.336 -1.713 -0.791 0.26
H 4.206 -1.185 0.324 0.24
H 3.296 1.437 -0.083 0.21
H 0.738 -0.213 1.679 0.22
H -0.572 -0.013 -1.352 0.19
H -3.729 -1.145 0.077 0.22
H -4.103 1.132 0.059 0.22
H -2.202 1.660 0.066 0.23
O 1.495 1.043 -0.030 -0.53
O -1.615 -0.944 0.125 -0.51
```

Output
* relative energy (zero: lowest compared OMol25 entry of this formula, charge and spin): 6.487 eV
* multiplicity: 1
* lowest unoccupied orbital energy: 1.02 eV

---

# 5
The following is a quantum chemistry calculation of one molecule with the formula C6H8O2S in a non-equilibrium geometry, from the Open Molecules 2025 dataset.

Geometry as XYZ:
```
17
Properties=species:S:1:pos:R:3:nbo_charge:R:1
C 1.198 -1.262 0.281 -0.18
C 0.983 -0.627 1.430 -0.20
C -0.396 -0.418 -1.403 -0.42
C -0.024 1.040 -1.178 -0.60
C -0.315 -1.215 -0.114 -0.18
C -0.457 -0.333 1.214 -0.45
O 0.371 2.363 1.333 -0.92
O -1.883 1.989 0.569 -0.94
S -0.513 1.472 0.626 2.07
H 2.014 -1.620 -0.169 0.20
H 1.825 -0.429 2.120 0.23
H -1.483 -0.455 -1.566 0.21
H 0.148 -0.953 -2.052 0.22
H 1.064 1.101 -1.286 0.23
H -0.528 1.860 -1.643 0.25
H -0.891 -2.042 -0.207 0.22
H -1.112 -0.471 2.044 0.25
```

Output
* relative energy (zero: lowest compared OMol25 entry of this formula, charge and spin): 1.987 eV
* multiplicity: 1
* SMILES: O=S1(=O)CC[C@H]2C=C[C@H]21
* lowest unoccupied orbital energy: 0.77 eV

---

# 6
The following is a quantum chemistry calculation of C6H8O2S2 as an isolated structure in a non-equilibrium geometry, from the Open Molecules 2025 dataset.

Geometry as XYZ:
```
18
Properties=species:S:1:pos:R:3:nbo_charge:R:1
C 3.079 0.299 -0.077 -0.10
C 1.534 0.494 0.028 -0.19
C 0.697 -0.523 -0.455 -0.29
C -0.723 -0.740 -0.218 -0.17
C -1.626 0.304 -0.361 -0.31
C -3.099 0.145 -0.417 -0.12
H 4.535 -1.087 0.746 0.45
H 3.549 0.707 0.881 0.18
H 3.281 0.799 -0.989 0.19
H 1.129 -1.473 -0.582 0.23
H -1.173 -1.726 0.121 0.25
H -3.548 -0.390 -1.576 0.24
H -3.938 1.389 -0.303 0.22
H -3.710 0.109 2.227 0.38
O 3.402 -1.065 -0.093 -0.66
O -3.418 -0.982 0.886 -0.67
S -0.789 1.886 -0.554 0.15
S 0.818 1.853 0.735 0.22
```

Output
* relative energy (zero: lowest compared OMol25 entry of this formula, charge and spin): 9.490 eV
* multiplicity: 1
* lowest unoccupied orbital energy: -1.38 eV

---

# 7
The following is a quantum chemistry calculation of one molecule with the formula C6H8O4 in a non-equilibrium geometry, from the Open Molecules 2025 dataset.

Geometry as XYZ:
```
18
Properties=species:S:1:pos:R:3:nbo_charge:R:1
C 2.762 -0.228 -0.015 0.15
C 3.709 0.327 0.641 -0.07
C 1.305 -0.489 0.241 0.01
C -1.673 -0.838 -0.321 -0.08
C 0.394 0.707 0.190 0.03
C -1.066 0.383 0.558 0.08
O 1.932 -0.831 -0.887 -0.34
O -0.923 -1.936 0.263 -0.75
O 0.477 1.421 -0.991 -0.70
O -1.890 1.458 0.063 -0.75
H 1.192 -1.353 0.919 0.22
H -1.400 -0.715 -1.333 0.18
H -2.663 -0.991 -0.018 0.19
H 0.919 1.339 0.970 0.19
H -1.233 0.248 1.584 0.20
H -1.148 -2.653 -0.363 0.47
H 0.813 2.244 -0.748 0.49
H -1.509 1.908 -0.752 0.49
```

Output
* multiplicity: 3
* expectation value of S²: 2.010
* lowest unoccupied orbital energy (spin up / spin down): 0.43 / -2.64 eV

---

# 8
The following is a quantum chemistry calculation of C6H8O4Yb as an isolated structure in a non-equilibrium geometry, from the Open Molecules 2025 dataset.

Geometry as XYZ:
```
19
Properties=species:S:1:pos:R:3:nbo_charge:R:1
O 2.084 0.348 -0.916 -0.63
C 2.468 0.098 0.217 0.71
C 3.520 0.056 1.009 -0.62
H 0.320 -0.578 1.043 0.09
H 4.346 0.745 0.824 0.31
H 3.802 -0.897 1.459 0.28
O -0.903 2.059 -1.769 -0.92
C -1.497 2.349 -0.639 0.15
C -1.717 1.446 0.349 -0.06
O -1.519 0.139 -0.076 -0.61
C -0.990 -0.909 0.659 -0.02
C -1.003 -2.046 -0.358 -0.09
O -0.454 -1.685 -1.571 -0.98
Yb -0.120 0.230 -2.123 2.37
H -1.797 3.392 -0.464 0.20
H -2.397 1.563 1.191 0.22
H -1.564 -1.110 1.574 0.22
H -2.074 -2.290 -0.540 0.19
H -0.503 -2.910 0.128 0.19
```

Output
* multiplicity: 2
* expectation value of S²: 0.751
* lowest unoccupied orbital energy (spin up / spin down): -4.84 / -5.11 eV
* net charge: +1

---

Number 1: total energy -383.7075 Ha. Number 2: total energy -383.5201 Ha. Number 3: total energy -383.6140 Ha. Number 4: total energy -383.6717 Ha. Number 5: total energy -781.9706 Ha. Number 6: total energy -1179.8398 Ha. Number 7: total energy -534.0359 Ha. Number 8: total energy -1692.7313 Ha.